Computed, not measured: C55H44F2GeHfOP2S4 as an isolated structure at a distorted geometry, with wB97M-V/def2-TZVPD.

The electronic energy is -6797.20611 a.u. As for the LUMO energy (alpha / beta): -3.4 / -3.8 eV. As for the largest force on an atom: 3.5 eV/A.

Structure (ORCA input):
```
! RIJCOSX wB97M-V def2-TZVPD def2/J DEFGRID3
* xyz 1 2
Hf 0.68 -0.17 0.93
O 0.40 1.63 1.30
S -1.31 1.42 1.83
C -1.11 1.71 3.57
C -0.54 2.93 3.86
C 0.16 3.10 5.03
C 0.32 2.08 5.96
C -0.35 0.89 5.72
C -1.00 0.64 4.52
P -1.41 -1.03 3.88
C -3.18 -0.97 3.71
C -3.84 -0.89 2.50
C -5.22 -1.08 2.42
C -5.91 -1.28 3.63
C -5.29 -1.19 4.84
C -3.89 -1.01 4.90
C -0.95 -2.42 4.93
C -1.77 -3.55 5.09
C -1.43 -4.60 5.94
C -0.37 -4.45 6.86
C 0.51 -3.37 6.63
C 0.25 -2.44 5.66
C -1.83 2.74 0.82
C -2.34 3.84 1.43
C -2.97 4.81 0.61
C -3.16 4.59 -0.77
C -2.48 3.53 -1.39
C -1.79 2.59 -0.63
P -1.14 1.13 -1.41
C -0.38 1.72 -2.94
C -0.16 0.84 -4.00
C -0.28 1.31 -5.29
C -0.45 2.72 -5.51
C -0.28 3.60 -4.44
C -0.13 3.09 -3.15
C -2.69 0.25 -1.96
C -2.91 -0.31 -3.21
C -3.78 -1.38 -3.40
C -4.60 -1.83 -2.38
C -4.49 -1.18 -1.17
C -3.68 -0.04 -1.00
H -0.56 3.69 3.07
H 0.63 4.10 5.27
H 0.93 2.26 6.87
H -0.35 0.10 6.52
H -3.24 -0.83 1.61
H -5.73 -1.03 1.43
H -6.96 -1.60 3.62
H -5.83 -1.33 5.77
H -3.44 -1.07 5.89
H -2.67 -3.62 4.47
H -2.00 -5.50 5.93
H -0.32 -5.14 7.67
H 1.27 -3.12 7.38
H 1.01 -1.64 5.48
H -2.47 3.95 2.52
H -3.34 5.75 1.10
H -3.78 5.27 -1.36
H -2.52 3.43 -2.45
H -0.09 -0.21 -3.82
H -0.25 0.64 -6.11
H -0.77 3.11 -6.47
H -0.30 4.72 -4.60
H 0.03 3.78 -2.30
H -2.28 0.05 -4.02
H -3.73 -1.84 -4.39
H -5.27 -2.70 -2.50
H -5.06 -1.54 -0.31
H -3.72 0.52 -0.10
S 1.33 -5.68 1.52
C 0.93 -5.67 0.02
S 0.47 -5.68 -1.49
S -0.72 -1.84 2.07
C 4.22 -1.42 -0.77
Ge 2.49 -0.41 -1.06
C 3.42 1.31 -1.53
C 4.41 1.71 -0.65
C 5.24 2.85 -0.96
C 4.97 3.58 -2.13
C 3.97 3.24 -3.01
C 3.22 2.10 -2.64
C 2.32 -1.34 -2.82
C 1.28 -2.27 -2.92
C 1.00 -2.98 -4.10
C 1.91 -3.05 -5.13
C 3.06 -2.19 -5.07
C 4.02 -2.26 -6.13
C 5.28 -1.66 -5.95
C 5.42 -0.76 -4.92
C 4.45 -0.50 -3.96
C 3.26 -1.26 -3.90
H 5.08 -0.90 -1.22
H 4.21 -2.49 -1.14
H 4.57 -1.46 0.31
H 4.57 1.16 0.26
H 6.09 3.13 -0.29
H 5.56 4.44 -2.33
H 3.81 3.79 -3.92
H 2.36 1.88 -3.29
H 0.57 -2.38 -2.11
H 0.03 -3.45 -4.20
H 1.80 -3.71 -5.96
H 3.76 -2.94 -6.93
H 6.09 -1.84 -6.70
H 6.35 -0.18 -4.82
H 4.71 0.29 -3.28
F 3.64 0.48 2.28
C 2.30 0.15 2.37
F 2.33 -0.89 3.35
H 1.83 0.90 3.03
*
```

Atomic partial charges in e from the Mulliken method, atoms 1 to 4: 1.0421 -0.5836 0.6215 1.0109

=====

Computed, not measured: a 17-piece molecular cluster, C51H68O51 overall at a distorted geometry, with wB97M-V/def2-TZVPD.

The electronic energy is -5821.34667 a.u. As for the LUMO energy: -0.5 eV. As for the largest force on an atom: 6.9 eV/A.

Structure (ORCA input):
```
! RIJCOSX wB97M-V def2-TZVPD def2/J DEFGRID3
* xyz 0 1
C 0.71 -27.59 -8.04
C -0.25 -27.53 -9.20
O -0.59 -28.83 -9.36
C -0.67 -29.40 -8.22
O -1.25 -30.48 -8.02
O -0.03 -28.55 -7.37
H 0.61 -26.63 -7.53
H 1.74 -27.83 -8.30
H 0.37 -27.15 -10.02
H -1.11 -26.92 -8.94
C 5.80 -22.28 -6.40
C 4.63 -21.77 -5.64
O 4.49 -22.79 -4.63
C 4.95 -23.92 -5.15
O 4.84 -24.98 -4.62
O 5.54 -23.69 -6.26
H 6.69 -21.85 -5.93
H 5.88 -22.10 -7.47
H 3.74 -21.72 -6.26
H 4.83 -20.79 -5.21
C 4.95 -21.87 -12.59
C 4.96 -23.30 -12.10
O 6.31 -23.75 -12.25
C 7.11 -22.60 -12.28
O 8.33 -22.49 -12.18
O 6.25 -21.48 -12.51
H 4.25 -21.35 -11.93
H 4.58 -21.84 -13.62
H 4.26 -23.97 -12.58
H 4.83 -23.34 -11.02
C -0.12 -19.13 -4.36
C 1.38 -19.33 -4.06
O 1.39 -19.33 -2.66
C 0.16 -19.29 -2.18
O -0.10 -19.28 -0.96
O -0.74 -19.31 -3.10
H -0.38 -19.89 -5.10
H -0.23 -18.08 -4.64
H 1.92 -18.44 -4.36
H 1.70 -20.31 -4.42
C 4.53 -18.35 -7.14
C 5.74 -17.99 -8.04
O 5.63 -18.93 -9.09
C 4.57 -19.75 -8.88
O 4.26 -20.64 -9.63
O 4.13 -19.57 -7.61
H 3.79 -17.56 -7.25
H 4.92 -18.50 -6.14
H 6.66 -18.11 -7.48
H 5.62 -17.01 -8.50
C 0.66 -19.87 -9.96
C -0.18 -20.66 -8.97
O -0.05 -19.85 -7.81
C 0.87 -18.86 -7.96
O 1.23 -18.15 -7.08
O 1.37 -18.92 -9.22
H -0.01 -19.40 -10.67
H 1.28 -20.54 -10.56
H 0.26 -21.64 -8.78
H -1.23 -20.69 -9.25
C 3.78 -16.97 -12.41
C 3.11 -18.31 -11.98
O 1.79 -18.06 -12.48
C 1.53 -16.79 -12.76
O 0.43 -16.30 -13.10
O 2.71 -16.10 -12.80
H 4.41 -17.27 -13.25
H 4.33 -16.48 -11.61
H 3.09 -18.42 -10.89
H 3.54 -19.12 -12.56
C 0.78 -22.20 -13.99
C -0.31 -21.64 -13.24
O -0.50 -20.36 -13.89
C 0.21 -20.21 -15.01
O 0.06 -19.33 -15.79
O 1.01 -21.30 -15.15
H 0.54 -23.18 -14.40
H 1.64 -22.47 -13.39
H -0.03 -21.53 -12.19
H -1.24 -22.19 -13.28
C 0.96 -30.36 -11.77
C -0.19 -31.33 -11.64
O 0.41 -32.49 -10.99
C 1.72 -32.27 -10.82
O 2.48 -33.07 -10.34
O 2.04 -31.04 -11.20
H 0.89 -29.49 -11.13
H 0.95 -30.00 -12.80
H -0.59 -31.59 -12.61
H -0.93 -31.04 -10.90
C 3.55 -23.61 -8.63
C 3.51 -25.06 -9.09
O 2.26 -25.14 -9.71
C 1.77 -23.92 -9.98
O 0.93 -23.63 -10.83
O 2.61 -23.05 -9.55
H 4.56 -23.24 -8.79
H 3.31 -23.65 -7.57
H 3.57 -25.69 -8.21
H 4.34 -25.21 -9.79
C 9.03 -24.92 -8.07
C 8.99 -24.92 -9.56
O 8.04 -25.81 -9.88
C 7.29 -26.06 -8.82
O 6.25 -26.69 -8.72
O 7.94 -25.68 -7.72
H 8.89 -23.87 -7.81
H 9.96 -25.40 -7.77
H 9.98 -25.26 -9.87
H 8.68 -23.93 -9.88
C -3.13 -26.41 -11.42
C -2.77 -25.53 -12.51
O -2.26 -24.39 -12.01
C -2.46 -24.34 -10.73
O -2.10 -23.45 -9.98
O -3.17 -25.41 -10.34
H -2.37 -27.17 -11.28
H -4.15 -26.77 -11.53
H -3.68 -25.28 -13.05
H -2.06 -26.07 -13.15
C 0.75 -24.40 -2.08
C 1.93 -24.71 -2.92
O 2.88 -23.72 -2.47
C 2.23 -22.68 -2.16
O 2.71 -21.64 -1.66
O 0.89 -22.99 -2.17
H 0.78 -24.55 -1.00
H -0.26 -24.63 -2.43
H 1.82 -24.67 -4.01
H 2.36 -25.65 -2.57
C 9.15 -19.93 -7.51
C 10.14 -20.54 -8.52
O 9.24 -21.17 -9.46
C 7.95 -21.22 -8.97
O 7.05 -21.80 -9.54
O 7.91 -20.58 -7.76
H 9.18 -18.85 -7.63
H 9.46 -20.02 -6.47
H 10.70 -21.39 -8.14
H 10.91 -19.83 -8.82
C 7.67 -26.47 -4.45
C 9.01 -26.89 -4.89
O 9.68 -27.31 -3.77
C 8.81 -27.51 -2.75
O 9.05 -28.01 -1.64
O 7.57 -27.18 -3.22
H 6.88 -26.79 -5.12
H 7.68 -25.39 -4.29
H 9.45 -26.06 -5.45
H 9.03 -27.71 -5.60
C -1.86 -24.17 -6.40
C -1.89 -23.40 -5.16
O -0.84 -22.49 -5.46
C -0.05 -22.96 -6.44
O 1.02 -22.48 -6.73
O -0.64 -23.97 -7.02
H -2.67 -23.94 -7.10
H -1.93 -25.22 -6.13
H -1.78 -24.00 -4.26
H -2.78 -22.77 -5.06
C 4.50 -28.26 -11.66
C 5.80 -28.88 -11.18
O 5.38 -29.53 -10.01
C 4.09 -29.28 -9.70
O 3.41 -29.64 -8.78
O 3.63 -28.42 -10.62
H 4.07 -28.79 -12.51
H 4.55 -27.26 -12.10
H 6.65 -28.21 -11.10
H 6.20 -29.65 -11.84
*
```

Atomic partial charges in e from the Mulliken method, atoms 1 to 4: 1.0894 -0.2776 -0.2862 0.6134